(1)
{"formula": "H80O40", "method": "ωB97M-V/def2-TZVPD", "e_homo_ha": -0.3577, "total_energy_ev": -83186.560, "fmax_ev_per_a": 17.5, "e_above_lowest_kcal_mol": 444.0, "gap_ev": 9.1448, "species": ["H", "H", "O", "H", "H", "O", "H", "H", "O", "H", "H", "O", "H", "H", "O", "H", "O", "H", "O", "H", "H", "O", "H", "H", "O", "H", "H", "O", "H", "H", "O", "H", "O", "H", "H", "O", "H", "H", "O", "H", "H", "O", "H", "H", "O", "H", "H", "O", "H", "H", "O", "H", "O", "H", "H", "O", "H", "O", "H", "H", "O", "H", "H", "O", "H", "H", "O", "H", "H", "O", "H", "H", "O", "H", "H", "O", "H", "H", "O", "H", "H", "O", "H", "H", "O", "H", "H", "O", "H", "O", "H", "H", "O", "H", "H", "H", "H", "H", "H", "O", "H", "H", "O", "H", "H", "O", "H", "H", "O", "H", "H", "O", "H", "H", "O", "H", "H", "O", "H", "H"], "positions_angstrom": [[-0.804, -2.288, -1.619], [0.565, -2.269, -2.352], [-0.067, -1.717, -1.924], [3.191, -3.420, -0.287], [1.964, -2.943, -1.129], [2.840, -3.344, -1.178], [-1.965, 2.294, -5.724], [-3.583, 2.587, -5.167], [-2.806, 1.967, -5.198], [1.584, 0.392, -4.356], [0.272, 0.058, -3.560], [1.190, 0.333, -3.613], [6.804, 1.418, -0.257], [5.963, 2.477, 0.349], [5.907, 1.537, -0.044], [-1.250, -0.005, 2.640], [-1.359, 0.147, 1.874], [-3.908, 0.174, 1.692], [-4.625, -0.473, 2.122], [-1.570, -3.250, 1.797], [-0.455, -4.084, 1.068], [-0.932, -3.818, 2.050], [2.902, 4.376, -2.739], [1.932, 5.630, -2.944], [2.829, 5.336, -2.857], [-0.152, -5.727, -2.056], [-1.079, -5.301, -0.989], [-0.371, -5.056, -1.435], [-2.581, -5.483, 1.344], [-1.191, -6.138, 1.765], [-1.889, -6.140, 1.025], [-2.157, 3.030, -2.943], [-1.775, 3.079, -2.040], [0.985, -3.755, 2.370], [1.159, -3.881, 0.927], [1.520, -4.155, 1.700], [-3.655, -0.964, -2.097], [-3.983, 0.343, -2.864], [-3.587, -0.683, -2.945], [2.939, 4.650, -0.931], [3.535, 3.464, -0.207], [3.466, 3.791, -1.010], [4.596, 3.182, -2.625], [5.057, 1.827, -2.163], [4.777, 2.322, -2.908], [1.576, 1.984, -4.046], [1.681, 3.098, -3.195], [1.203, 2.880, -3.942], [0.054, 4.415, 0.512], [0.262, 6.064, 0.751], [0.609, 5.140, 0.827], [-2.505, -1.463, 2.929], [-2.718, -2.130, 2.327], [3.086, 0.181, -1.510], [3.175, -1.018, -0.740], [3.225, -0.776, -1.609], [2.077, -1.168, 3.385], [1.279, -0.765, 3.163], [2.913, -3.415, -3.544], [2.418, -2.390, -4.568], [2.100, -3.059, -3.960], [0.435, 1.468, 0.025], [0.530, 3.005, 0.462], [0.741, 2.133, 0.716], [1.997, -5.840, -1.899], [2.242, -6.650, -0.665], [1.984, -5.854, -0.936], [-3.240, -2.256, -0.273], [-4.502, -3.004, -0.563], [-4.030, -2.204, -0.779], [2.590, 2.887, 2.986], [2.818, 4.076, 2.093], [2.260, 3.732, 2.843], [-4.184, -0.126, 0.031], [-3.334, 1.132, -0.472], [-4.148, 0.740, -0.128], [-1.618, -0.972, -3.761], [-2.047, 0.316, -4.595], [-1.350, -0.258, -4.228], [-0.964, 0.433, -2.355], [-1.488, -0.303, -1.162], [-1.018, 0.460, -1.235], [1.862, -3.203, 4.315], [1.795, -3.074, 5.826], [1.931, -2.569, 5.023], [0.917, 4.080, 4.560], [-0.313, 3.587, 5.142], [0.513, 3.428, 5.187], [-5.493, 2.658, -2.396], [-4.573, 2.445, -2.270], [-5.752, -2.809, 2.263], [-4.453, -3.566, 2.848], [-5.341, -3.487, 2.619], [-3.716, -1.696, 2.149], [-0.311, 0.107, 1.641], [1.341, -0.125, 2.606], [-4.776, -0.156, 2.979], [-2.656, 3.354, -1.690], [-4.599, 1.700, -1.436], [-1.674, 4.025, 2.585], [-1.649, 4.079, 1.747], [-0.959, 3.905, 3.239], [1.008, -0.422, 6.376], [1.292, -0.160, 5.424], [0.800, 0.413, 6.802], [0.304, -2.097, 0.471], [0.382, -1.780, 1.275], [0.369, -1.398, -0.224], [3.818, -4.987, 0.994], [3.175, -5.745, 0.842], [3.214, -4.313, 1.194], [3.501, 0.776, 0.373], [4.328, 1.026, 0.857], [2.829, 1.568, 0.608], [0.000, 6.367, -1.498], [0.687, 5.870, -1.094], [-0.317, 5.755, -2.181], [-3.994, 1.766, 3.338], [-3.672, 2.544, 3.658], [-4.159, 2.120, 2.402]]}

(2)
{"formula": "C2H7NO4S", "method": "ωB97M-V/def2-TZVPD", "e_homo_ha": [-0.3726, -0.3725], "total_energy_ev": -22698.833, "fmax_ev_per_a": 4.6, "e_above_lowest_kcal_mol": 81.0, "gap_ev": [8.9595, 8.9579], "species": ["C", "C", "N", "O", "O", "O", "O", "S", "H", "H", "H", "H", "H", "H", "H"], "positions_angstrom": [[-0.782, 0.409, -0.891], [0.796, 0.217, 1.584], [-1.024, 0.153, 0.401], [2.348, -0.314, -0.465], [0.710, -2.100, 0.282], [2.769, -1.522, 1.678], [0.096, -0.593, -1.583], [1.787, -1.004, 0.721], [-1.711, 0.451, -1.536], [-0.164, 1.380, -0.979], [1.248, 1.207, 1.427], [0.398, -0.050, 2.572], [0.343, -1.582, -0.612], [-1.549, -0.730, 0.458], [1.044, -0.270, -1.401]]}

(3)
{"formula": "C6H8N2O6S", "method": "ωB97M-V/def2-TZVPD", "e_homo_ha": -0.0190, "total_energy_ev": -32448.842, "charge": -2, "fmax_ev_per_a": 5.1, "e_above_lowest_kcal_mol": 18.4, "gap_ev": 5.9650, "species": ["C", "C", "C", "C", "C", "C", "N", "N", "O", "O", "O", "O", "O", "O", "S", "H", "H", "H", "H", "H", "H", "H", "H"], "positions_angstrom": [[-2.249, -1.022, -0.774], [3.136, -1.519, 0.272], [0.228, 2.323, 0.126], [0.286, -0.788, 0.763], [2.579, -0.171, 0.891], [0.986, 0.846, -0.650], [-2.376, -1.291, -1.971], [1.241, -0.056, 0.305], [2.797, -2.579, 0.777], [0.945, 3.273, -0.011], [-4.887, -0.593, -1.137], [3.844, -1.232, -0.691], [-0.670, 1.992, 0.848], [-3.536, 1.104, 0.576], [-4.012, -0.491, 0.156], [-0.703, -0.819, 0.248], [0.498, -1.449, 1.626], [3.171, 0.640, 0.592], [2.583, -0.114, 2.007], [1.837, 1.246, -1.133], [0.271, 0.630, -1.403], [-3.397, -1.243, -2.322], [-2.571, 1.316, 0.905]]}

(4)
{"formula": "C16H21Br2KMn2NO11", "method": "ωB97M-V/def2-TZVPD", "e_homo_ha": [-0.3506, -0.3502], "total_energy_ev": -259990.037, "multiplicity": 11, "charge": 1, "fmax_ev_per_a": 8.0, "gap_ev": [5.0515, 4.6854], "species": ["K", "Mn", "Mn", "C", "C", "C", "O", "C", "C", "C", "O", "O", "O", "H", "H", "C", "O", "O", "O", "C", "C", "O", "C", "O", "O", "C", "H", "H", "H", "H", "H", "H", "H", "H", "C", "O", "N", "C", "C", "H", "H", "H", "H", "H", "H", "H", "Br", "C", "C", "Br", "H", "H", "H", "H"], "positions_angstrom": [[3.733, 2.356, 3.060], [-0.920, 0.498, 0.834], [0.762, 3.652, -0.110], [-4.171, 2.847, -0.188], [-5.006, 3.996, -0.346], [-4.408, 5.280, -0.868], [-5.126, 6.200, -1.172], [-2.990, 5.367, -1.002], [-2.217, 4.282, -0.762], [-2.832, 2.939, -0.316], [-2.051, 1.930, -0.096], [-0.903, 4.345, -0.828], [-6.201, 3.882, -0.162], [-4.571, 1.913, 0.176], [-2.476, 6.252, -1.348], [1.632, 1.235, 0.414], [1.089, 0.567, 1.391], [2.464, 2.248, 0.500], [0.643, 1.632, -0.356], [2.700, -1.666, 4.651], [1.284, -1.585, 4.078], [0.577, -2.786, 4.329], [0.695, -3.779, 3.450], [1.346, -3.740, 2.439], [-0.086, -4.774, 3.844], [0.092, -6.046, 3.239], [3.375, -2.050, 3.884], [2.703, -2.309, 5.529], [3.114, -0.694, 4.930], [1.284, -1.395, 3.005], [0.776, -0.766, 4.587], [0.341, -6.747, 4.034], [0.875, -6.048, 2.483], [-0.801, -6.432, 2.749], [-0.884, -0.865, -2.026], [-1.225, -0.593, -0.862], [-1.445, -1.810, -2.750], [-0.916, -2.145, -4.063], [-2.599, -2.543, -2.295], [-0.125, -0.262, -2.530], [-0.050, -1.560, -4.376], [-1.700, -1.996, -4.801], [-0.489, -3.148, -3.999], [-3.538, -2.406, -2.839], [-2.354, -3.596, -2.467], [-2.867, -2.354, -1.263], [3.065, -0.420, -2.323], [3.443, 1.443, -2.770], [4.907, 1.772, -2.572], [5.503, 3.070, -3.897], [2.836, 2.130, -2.187], [3.102, 1.505, -3.797], [5.557, 0.906, -2.621], [5.053, 2.268, -1.617]]}

(5)
{"formula": "C5H8FNO", "method": "ωB97M-V/def2-TZVPD", "e_homo_ha": -0.3540, "total_energy_ev": -11569.116, "smiles": "O=C[C@]1(F)CCNC1", "fmax_ev_per_a": 1.9, "e_above_lowest_kcal_mol": 30.1, "gap_ev": 10.4149, "species": ["O", "C", "C", "F", "C", "C", "N", "C", "H", "H", "H", "H", "H", "H", "H", "H"], "positions_angstrom": [[-2.589, -0.893, 0.349], [-2.145, 0.165, 0.016], [-0.627, 0.415, -0.052], [-0.424, 1.770, -0.475], [0.127, -0.370, -1.120], [1.457, -0.734, -0.416], [1.555, 0.059, 0.834], [0.169, 0.292, 1.271], [-2.786, 1.046, -0.240], [-0.461, -1.257, -1.384], [0.285, 0.264, -1.987], [1.459, -1.782, -0.077], [2.339, -0.627, -1.020], [1.811, 1.029, 0.566], [-0.214, -0.560, 1.839], [0.043, 1.184, 1.896]]}

(6)
{"formula": "C4H8", "method": "ωB97M-V/def2-TZVPD", "e_homo_ha": -0.3344, "total_energy_ev": -4276.809, "smiles": "C/C=C/C", "fmax_ev_per_a": 1.5, "e_above_lowest_kcal_mol": 8.9, "gap_ev": 10.4427, "species": ["C", "C", "C", "C", "H", "H", "H", "H", "H", "H", "H", "H"], "positions_angstrom": [[0.008, -1.909, -0.382], [0.224, -0.401, -0.462], [-0.203, 0.433, 0.477], [0.015, 1.931, 0.383], [-1.025, -2.218, -0.558], [0.755, -2.449, -0.958], [0.186, -2.238, 0.655], [0.739, -0.142, -1.379], [-0.905, 0.070, 1.224], [-0.637, 2.277, -0.394], [-0.204, 2.497, 1.287], [1.047, 2.148, 0.108]]}